{
  "formula": "C3H6ClPS2",
  "method": "ωB97M-V/def2-TZVPD",
  "species": ["C", "C", "C", "S", "P", "Cl", "S", "H", "H", "H", "H", "H", "H"],
  "xyz": [[-0.524, 0.741, -0.097], [0.687, 0.087, 0.547], [1.373, -0.907, -0.362], [2.719, -1.594, 0.661], [3.853, 0.183, 0.714], [4.273, 0.214, -1.274], [1.853, 1.509, 1.069], [-0.618, 1.788, 0.218], [-1.450, 0.315, 0.317], [-0.521, 0.563, -1.258], [0.496, -0.440, 1.531], [0.727, -1.665, -0.617], [1.789, -0.436, -1.356]],
  "atomic_forces_ev_per_a": [[-0.979, -0.413, -1.045], [0.443, 0.785, 1.164], [2.429, 2.561, -0.469], [0.311, -0.108, -0.244], [-2.023, 0.586, 1.054], [0.280, 0.649, -0.660], [1.684, -2.328, -1.195], [0.206, -0.093, -0.728], [0.203, -0.304, -0.375], [-0.025, 0.780, 2.239], [-0.219, 0.644, -1.212], [-1.515, -1.941, -0.528], [-0.796, -0.820, 1.999]],
  "lowdin_charge": [-0.161, -0.795, -0.621, 0.451, 0.096, 0.107, 0.473, 0.046, 0.072, 0.120, 0.091, 0.043, 0.077],
  "homo_lumo_gap_ev": 8.794,
  "lumo_energy_ev": -0.26,
  "homo_ev": -9.1,
  "smiles": "C[C@H]1CSP(Cl)S1",
  "charge": 0,
  "multiplicity": 1
}



{
  "formula": "C3H6F2",
  "method": "ωB97M-V/def2-TZVPD",
  "species": ["C", "C", "C", "F", "F", "H", "H", "H", "H", "H", "H"],
  "xyz": [[0.890, 0.755, 0.373], [0.375, -0.608, -0.121], [-1.234, -0.258, -0.436], [0.270, -1.472, 0.999], [1.207, -1.048, -0.984], [-0.163, 1.344, 0.884], [1.802, 0.656, 1.154], [1.426, 1.478, -0.492], [-1.359, 0.284, -1.433], [-1.612, 0.106, 0.594], [-1.601, -1.238, -0.538]],
  "atomic_forces_ev_per_a": [[0.826, 3.170, 1.539], [-3.846, 4.503, 3.589], [2.562, -0.878, 0.070], [0.566, 0.306, -1.267], [0.961, -2.135, -2.248], [3.993, -1.420, -1.372], [-2.380, 0.083, -1.485], [-1.998, -2.144, 2.038], [0.010, -0.184, 1.883], [0.431, -0.066, -2.310], [-1.125, -1.234, -0.437]],
  "lowdin_charge": [-0.070, -0.657, -0.012, -0.003, 0.136, 0.140, 0.105, 0.129, 0.104, 0.096, 0.032],
  "homo_lumo_gap_ev": 11.903,
  "lumo_energy_ev": 0.94,
  "homo_ev": -11.0,
  "smiles": "CC(C)(F)F",
  "charge": 0,
  "multiplicity": 1
}



{
  "formula": "C3H6F2N2",
  "method": "ωB97M-V/def2-TZVPD",
  "species": ["F", "C", "N", "C", "C", "N", "F", "H", "H", "H", "H", "H", "H"],
  "xyz": [[1.642, 1.680, 0.460], [1.210, 0.566, -0.252], [-0.338, 0.858, -0.946], [-1.163, 0.015, -0.113], [-0.293, -0.520, 1.070], [1.012, -0.587, 0.484], [0.974, -1.608, -0.561], [1.800, 0.491, -1.192], [-0.338, 0.444, -1.912], [-1.739, -0.820, -0.565], [-1.801, 0.719, 0.370], [-0.248, 0.297, 1.744], [-0.716, -1.535, 1.411]],
  "atomic_forces_ev_per_a": [[-0.926, -1.710, -0.300], [-2.054, 2.897, -4.440], [2.828, -1.114, 0.097], [-0.887, -0.153, 0.959], [-1.575, -1.782, -2.134], [1.681, -1.865, 0.798], [-0.156, 0.712, 0.915], [0.122, -0.393, 1.315], [0.558, 0.622, 1.266], [0.494, 0.735, -0.160], [-1.412, 0.062, 0.282], [0.173, 0.203, 1.347], [1.155, 1.787, 0.055]],
  "lowdin_charge": [0.029, -0.275, 0.015, -0.268, -0.131, -0.047, -0.049, 0.156, 0.100, 0.118, 0.085, 0.111, 0.156],
  "homo_lumo_gap_ev": 10.557,
  "lumo_energy_ev": 0.98,
  "homo_ev": -9.6,
  "smiles": "F[C@@H]1NCCN1F",
  "charge": 0,
  "multiplicity": 1
}



{
  "formula": "C3H6F3N3O",
  "method": "ωB97M-V/def2-TZVPD",
  "species": ["C", "N", "C", "N", "N", "O", "C", "F", "F", "F", "H", "H", "H", "H", "H", "H"],
  "xyz": [[0.955, -0.268, 1.288], [0.134, -0.146, 0.017], [1.006, -0.178, -1.206], [-1.001, -1.051, -0.011], [-2.076, -1.469, 0.044], [-3.069, -1.930, -0.061], [-0.607, 1.377, 0.023], [0.254, 2.310, -0.010], [-1.324, 1.382, 1.105], [-1.320, 1.404, -1.063], [0.354, -0.179, 2.199], [1.531, -1.274, 1.209], [1.792, 0.532, 1.126], [1.985, -0.349, -1.063], [0.566, -0.898, -1.970], [0.820, 0.737, -1.628]],
  "atomic_forces_ev_per_a": [[2.708, -1.114, -0.537], [-0.450, 1.935, 1.310], [-4.524, -2.427, -2.358], [-1.423, -1.800, 0.051], [5.566, 3.059, -0.631], [-2.910, -1.467, 0.233], [-1.190, 0.180, -0.112], [1.246, -0.129, 0.411], [0.005, -0.270, 0.019], [-0.372, -0.606, -0.078], [0.161, 0.154, -0.364], [-1.203, 1.569, 0.331], [-1.732, -1.117, 0.573], [3.327, -0.867, 1.268], [0.687, 0.590, 1.120], [0.104, 2.310, -1.235]],
  "lowdin_charge": [0.083, -0.107, 0.109, 0.311, 0.059, 0.468, -0.617, 0.327, 0.272, 0.270, 0.126, 0.169, 0.179, 0.091, 0.176, 0.085],
  "homo_lumo_gap_ev": 11.790,
  "lumo_energy_ev": -11.15,
  "homo_ev": -22.9,
  "smiles": "C[N+](C)(N=[N+]=O)C(F)(F)F",
  "charge": 2,
  "multiplicity": 1
}



{
  "formula": "C3H6F3OPr",
  "method": "ωB97M-V/def2-TZVPD",
  "species": ["H", "C", "F", "F", "F", "Pr", "C", "O", "C", "H", "H", "H", "H", "H"],
  "xyz": [[1.410, 1.212, 0.321], [0.899, 0.604, -0.442], [-0.516, 1.029, -0.037], [1.375, 1.182, -1.569], [0.763, -0.681, -0.824], [-1.028, 0.539, 3.672], [3.136, 1.081, 3.125], [2.703, 0.195, 2.135], [1.464, -0.449, 2.419], [4.016, 1.615, 2.741], [2.368, 1.834, 3.383], [3.415, 0.528, 4.039], [1.112, -1.213, 1.710], [1.769, -1.202, 3.181]],
  "atomic_forces_ev_per_a": [[0.541, -2.204, 0.692], [-1.995, 1.481, -2.015], [2.219, -0.769, -1.233], [-1.272, 0.181, 0.572], [0.467, 1.309, 2.136], [1.579, -0.391, -1.109], [0.259, -0.130, 0.261], [-0.996, 0.305, -1.230], [-0.573, -0.848, 2.383], [-0.226, -0.233, 0.120], [-0.029, -0.127, -0.067], [-0.070, 0.240, -0.124], [0.534, 0.896, -0.987], [-0.438, 0.290, 0.601]],
  "lowdin_charge": [0.159, -0.301, -0.102, 0.102, 0.127, 1.489, -0.147, -0.301, -0.336, 0.099, 0.060, 0.093, 0.025, 0.033],
  "homo_lumo_gap_ev": [5.676, 5.737],
  "lumo_energy_ev": [-5.45, -5.40],
  "homo_ev": [-11.1, -11.1],
  "charge": 1,
  "multiplicity": 4
}



{
  "formula": "C3H6FIN3",
  "method": "ωB97M-V/def2-TZVPD",
  "species": ["C", "N", "N", "C", "N", "F", "C", "I", "H", "H", "H", "H", "H", "H"],
  "xyz": [[-0.610, -0.811, -0.445], [-0.262, 0.564, 0.178], [0.034, 0.262, 1.607], [1.271, 0.533, 1.812], [1.897, 0.985, 0.692], [3.052, 1.827, 0.810], [0.810, 1.315, -0.435], [0.538, 3.483, -0.668], [0.389, -1.416, -0.405], [-1.305, -1.491, 0.142], [-1.146, -0.579, -1.454], [-0.993, 1.289, 0.067], [1.749, 0.475, 2.793], [1.398, 0.906, -1.333]],
  "atomic_forces_ev_per_a": [[0.189, -0.870, -1.143], [-1.193, -0.853, -0.069], [-0.460, 0.037, 0.616], [-0.485, 1.326, -0.689], [0.884, 1.166, -1.304], [-2.269, -1.297, -0.140], [5.798, 0.269, 0.487], [-0.136, -1.291, 0.169], [-1.748, 1.365, -0.832], [0.612, 1.759, -0.078], [1.586, -0.696, 1.555], [-0.792, -1.108, 0.918], [-0.102, -0.239, -0.421], [-1.885, 0.431, 0.930]],
  "lowdin_charge": [0.030, -0.182, 0.130, -0.100, -0.050, -0.009, -0.599, 0.939, 0.141, 0.117, 0.137, 0.136, 0.172, 0.139],
  "homo_lumo_gap_ev": 9.832,
  "lumo_energy_ev": -4.57,
  "homo_ev": -14.4,
  "smiles": "C[N@H+]1N=CN(F)[C@@H]1I",
  "charge": 1,
  "multiplicity": 1
}